# 1
Molecular formula: C4H12NS2
Method: DFT, the ωB97M-V functional and the def2-TZVPD basis

XYZ file:
```
19
Properties=species:S:1:pos:R:3:forces:R:3:nbo_charge:R:1
C 0.91981 1.27218 0.60977 1.023 -1.197 2.026 -0.644
C 2.14909 -0.59641 -0.61614 0.427 1.125 -2.288 -0.621
C 0.91641 -0.20245 0.12936 1.121 0.852 1.698 -0.086
C -1.91714 -0.38944 0.35681 1.658 -1.938 -1.342 -0.357
N -0.29728 -0.28774 -0.67186 -1.636 -2.855 0.444 -0.629
S -2.79079 -1.74413 -0.45826 0.754 0.546 0.879 0.149
S -2.70076 1.13995 0.55404 1.297 0.594 1.457 0.170
H 0.11213 1.25152 1.42207 0.932 1.058 -1.386 0.205
H 1.88859 1.29030 1.23747 -1.353 0.838 -1.223 0.258
H 0.86712 2.04285 -0.25914 0.035 -1.213 1.826 0.239
H 2.60700 0.25433 -1.21554 -0.796 -1.045 0.374 0.227
H 1.76201 -1.37482 -1.25741 0.712 -0.414 -0.760 0.211
H 2.97070 -1.00620 -0.06248 0.066 -0.167 0.786 0.250
H 0.98860 -0.89697 0.99765 -1.204 0.474 -0.275 0.223
H -1.34412 -0.96470 1.06978 -0.102 0.922 1.084 0.237
H -0.27178 0.59571 -1.12133 -0.761 0.540 -1.617 0.418
H -0.42930 -1.18136 -1.26838 0.518 2.228 0.749 0.436
H -3.64481 -0.92195 -0.96798 -1.256 0.603 -0.981 0.132
H -1.78548 1.71931 1.52158 -1.434 -0.950 -1.452 0.185
```
Forces are in eV/Å.

As for the net charge: +1. The energy above the lowest of the compared OMol25 structures with the same formula, charge and spin is 60.85 kcal per mole. For the HOMO-LUMO gap, the calculation gives 10.64 eV.

# 2
Molecular formula: C4H10N3
Method: DFT, the ωB97M-V functional and the def2-TZVPD basis

XYZ file:
```
17
Properties=species:S:1:pos:R:3:forces:R:3:nbo_charge:R:1
C -0.18495 -0.88892 2.08498 -0.044 0.054 -0.025 -0.441
C -1.01460 0.38254 -1.67033 2.833 -0.604 0.040 0.512
C 0.66510 0.06819 1.76105 -0.101 0.029 -0.035 -0.037
C -2.39726 0.67885 -1.74774 -1.322 0.309 -0.116 -0.739
N 0.11799 0.14980 -1.60846 -3.349 0.692 -0.305 -0.018
N 1.33433 -0.09539 -1.37806 1.901 -0.406 0.138 -0.616
N 1.93563 -0.16673 1.17197 0.323 -0.034 0.292 -0.830
H 0.05797 -1.93430 1.99602 0.115 -0.218 -0.028 0.207
H 1.68529 -0.11330 -0.34451 -0.245 0.046 -0.222 0.433
H -1.15549 -0.64694 2.47324 -0.210 0.097 0.118 0.224
H 0.41269 1.11599 1.85434 0.007 0.050 0.072 0.208
H -2.56891 1.61407 -2.28762 0.049 -0.099 0.054 0.287
H -2.77491 0.80054 -0.72729 0.033 -0.027 -0.064 0.296
H -2.95495 -0.13065 -2.22679 0.113 0.064 0.065 0.288
H 2.27734 -1.10460 1.36497 0.058 0.135 0.089 0.402
H 1.93901 -0.25015 -2.17042 -0.189 0.041 -0.138 0.416
H 2.62571 0.52099 1.45465 0.027 -0.128 0.065 0.407
```
Forces are in eV/Å.

As for the net charge: +1. The energy above the lowest of the compared OMol25 structures with the same formula, charge and spin is 73.75 kcal per mole. For the HOMO-LUMO gap, the calculation gives 10.12 eV.

# 3
Molecular formula: C3H4N2O2S
Method: DFT, the ωB97M-V functional and the def2-TZVPD basis

XYZ file:
```
12
Properties=species:S:1:pos:R:3:forces:R:3:nbo_charge:R:1
C -0.85937 0.20597 0.87057 1.775 1.227 -1.500 -0.101
C 0.14262 0.83746 0.12678 -1.041 -1.007 1.098 -0.118
C 1.13140 -0.44474 1.48586 -0.480 -0.162 1.186 0.163
N -0.19083 -0.58708 1.73790 -0.488 -0.335 0.157 -0.511
N 1.37034 0.42543 0.57111 0.308 0.451 -1.188 -0.453
O -0.63271 1.00267 -3.77937 -0.400 0.311 -0.201 -0.835
O -0.45357 -1.12036 -2.53298 0.025 0.269 -0.247 -0.829
S 0.16318 0.04868 -3.08638 0.397 -0.718 0.368 1.665
H -1.90005 0.24703 0.75199 -1.096 -0.033 0.136 0.219
H 0.03296 1.47460 -0.72160 -0.085 0.510 -0.091 0.193
H 1.80982 -0.95306 2.11068 0.957 -0.410 0.343 0.188
H -0.61380 -1.13660 2.46544 0.127 -0.102 -0.061 0.418
```
Forces are in eV/Å.

The energy above the lowest of the compared OMol25 structures with the same formula, charge and spin is 28.58 kcal per mole. For the HOMO-LUMO gap, the calculation gives 8.15 eV.

# 4
Molecular formula: C36H45BF9NO17S
Method: DFT, the ωB97M-V functional and the def2-TZVPD basis

XYZ file:
```
110
Properties=species:S:1:pos:R:3:forces:R:3:lowdin_charge:R:1
O 0.26756 -7.24375 -0.89112 0.282 0.179 -0.077 0.125
C 1.12173 -6.41996 -1.02494 1.414 2.335 -0.682 -0.364
N 2.55255 -6.63818 -1.10220 -0.185 0.162 -0.805 0.142
C 3.32957 -5.41881 -1.23663 -1.003 1.027 -0.013 -0.372
O 4.52639 -5.38332 -1.24618 -0.457 -0.135 -0.168 0.127
C 2.32487 -4.23956 -1.36102 -1.512 -0.820 0.422 -0.039
C 2.51924 -2.82112 -1.55876 -2.168 -1.023 0.221 0.104
C 1.31069 -1.98456 -1.63833 -0.006 -1.996 0.972 -0.155
O 1.46367 -0.58716 -1.83050 -0.127 -1.612 -2.296 0.134
B 1.37388 -0.37282 -3.23353 0.146 1.063 -0.786 -0.685
O 1.08648 -1.40892 -4.17193 -0.604 0.870 1.108 0.137
O 1.58895 0.91199 -3.76894 -0.841 -1.410 0.726 0.155
C -0.04469 -2.55898 -1.51768 1.885 -1.180 0.326 -0.080
C -1.34682 -1.67378 -1.64599 1.696 -0.635 0.482 -0.089
C -2.47468 -2.13212 -0.64845 -0.448 0.785 0.034 -0.049
C -3.94223 -2.08880 -1.28126 3.361 0.690 1.407 -0.388
F -3.91905 -1.02838 -2.16698 -1.196 -1.310 0.757 0.095
F -4.76994 -1.85480 -0.19158 0.034 -0.304 -2.155 0.079
C -4.17581 -3.49043 -1.94402 0.553 -1.218 0.741 -0.387
F -3.11276 -3.91561 -2.71028 -1.268 1.294 0.847 0.101
F -4.24990 -4.40234 -0.91219 0.153 1.249 -1.103 0.088
S -5.71680 -3.69442 -2.99137 -2.191 -1.953 -0.526 0.910
F -4.99962 -2.96237 -4.25476 -0.550 -0.512 1.455 -0.141
F -6.41239 -2.32710 -2.45960 1.142 -0.856 -0.732 -0.141
F -6.45911 -4.46501 -1.73018 0.214 0.961 -1.562 -0.171
F -5.17712 -5.18565 -3.44954 -0.323 1.842 0.113 -0.158
F -7.00983 -3.93197 -3.94290 1.256 0.200 1.214 -0.134
C -0.12406 -3.99820 -1.30077 0.297 -0.055 -0.002 0.054
C 1.01733 -4.88689 -1.21238 0.027 3.481 -0.345 -0.039
H 2.80796 -7.24410 -1.88725 0.038 -0.503 0.851 0.158
H 3.55047 -2.42625 -1.67536 -1.014 -0.115 0.134 0.141
H 0.18584 -1.29487 -4.52550 0.593 -0.239 -0.024 0.116
H 1.16781 0.91779 -4.64747 0.650 0.120 0.336 0.117
H -1.62797 -1.71266 -2.72768 -0.105 0.154 0.968 0.124
H -1.01001 -0.63714 -1.36688 -0.616 -0.891 -0.542 0.134
H -2.51552 -1.36735 0.17801 -0.064 -0.817 -0.800 0.146
H -2.29620 -3.11385 -0.15004 -0.127 0.772 -0.556 0.118
H -1.14507 -4.44975 -1.21380 1.086 0.408 -0.092 0.112
O -0.53042 3.19962 -0.37948 0.052 0.421 0.270 0.101
C 0.43506 3.78354 -0.79704 -0.290 -0.415 -0.370 -0.474
O 0.73282 5.06805 -0.47053 -0.317 -0.330 0.149 0.012
C 1.88500 5.49673 -1.21878 0.415 0.376 -0.157 -0.152
C 2.59903 4.22738 -1.61060 0.143 -0.430 -0.405 -0.150
C 1.45322 3.24161 -1.77052 0.396 0.376 0.269 -0.070
H 1.54359 6.06777 -2.08641 -0.056 -0.055 0.032 0.119
H 2.50844 6.13861 -0.59640 -0.186 -0.032 0.099 0.120
H 3.21105 4.33761 -2.50530 0.007 0.107 0.094 0.120
H 3.24635 3.90470 -0.80017 -0.101 0.064 -0.117 0.091
H 1.03226 3.26449 -2.77673 -0.087 -0.161 0.084 0.128
H 1.75075 2.23067 -1.50310 -0.328 -0.046 -0.164 0.116
O 5.64059 5.78684 -3.25373 -0.515 0.030 -0.064 0.129
C 5.08424 6.84244 -3.17556 0.688 -0.430 -0.172 -0.481
O 3.74650 7.00787 -3.37720 0.112 -0.069 0.089 0.003
C 3.42314 8.40499 -3.31837 -0.246 0.241 -0.013 -0.162
C 4.54692 9.04215 -2.52574 0.125 0.390 0.184 -0.159
C 5.73722 8.17336 -2.89359 -0.328 0.329 0.364 -0.075
H 3.36291 8.79166 -4.33937 0.012 -0.032 0.022 0.127
H 2.45533 8.53591 -2.83385 -0.008 -0.211 -0.105 0.122
H 4.68710 10.09933 -2.75173 -0.085 -0.052 -0.029 0.117
H 4.34350 8.95103 -1.45555 -0.018 0.011 -0.070 0.120
H 6.23364 8.52454 -3.80043 0.082 -0.099 0.044 0.133
H 6.44797 8.09371 -2.07370 0.156 -0.171 -0.250 0.129
O -2.95557 -4.04302 3.30896 -0.213 -0.293 0.225 0.113
C -4.15464 -4.03410 3.32547 0.487 0.092 -0.347 -0.481
O -4.90769 -4.96136 3.97234 0.253 0.137 -0.042 0.026
C -6.29788 -4.72540 3.70142 -0.382 -0.094 0.057 -0.157
C -6.38289 -3.26871 3.29296 -0.289 0.320 -0.096 -0.154
C -5.04445 -3.04604 2.61091 -0.430 0.099 0.393 -0.085
H -6.61592 -5.40055 2.90234 0.040 0.018 0.014 0.127
H -6.88501 -4.93587 4.59480 0.209 -0.147 0.009 0.127
H -7.24224 -3.04865 2.65945 0.019 -0.088 0.042 0.120
H -6.45072 -2.63696 4.18244 -0.025 -0.064 -0.039 0.121
H -5.07933 -3.30294 1.55220 0.098 0.026 0.058 0.107
H -4.68714 -2.02718 2.74732 0.227 -0.122 -0.238 0.131
O 4.79605 4.96616 0.03804 0.744 0.319 0.324 0.104
C 5.36187 4.54962 1.01165 -0.360 -0.116 -0.315 -0.459
O 6.71104 4.46078 1.11861 -0.283 0.147 -0.121 0.038
C 7.05430 3.82215 2.35804 0.271 -0.143 0.264 -0.158
C 5.84873 4.01829 3.25430 -0.130 -0.068 0.413 -0.159
C 4.70194 4.01191 2.25904 0.233 0.214 0.422 -0.072
H 7.25865 2.76652 2.16048 -0.020 0.041 -0.033 0.128
H 7.95125 4.28324 2.77030 0.010 0.027 -0.256 0.126
H 5.76166 3.25907 4.03131 0.072 0.017 -0.059 0.119
H 5.90465 4.99434 3.74295 0.017 -0.070 -0.017 0.122
H 4.33866 3.00102 2.06115 -0.098 0.075 -0.063 0.136
H 3.88548 4.65675 2.57932 -0.149 -0.172 -0.252 0.130
O 0.32019 6.91935 4.85424 0.089 -0.427 -0.013 0.111
C -0.22806 6.22805 4.04180 0.257 0.530 0.101 -0.489
O 0.13577 4.94884 3.77152 -0.044 0.286 0.260 0.026
C -0.64970 4.44623 2.67538 -0.036 -0.356 -0.336 -0.156
C -1.89351 5.30781 2.64928 -0.404 0.062 -0.202 -0.155
C -1.37140 6.64494 3.14638 -0.394 -0.414 -0.018 -0.079
H -0.06539 4.53514 1.75972 -0.055 0.028 0.081 0.096
H -0.88302 3.39542 2.84408 0.215 0.050 0.112 0.129
H -2.36239 5.35548 1.66665 0.114 -0.090 0.008 0.119
H -2.63121 4.91677 3.35554 0.041 0.007 -0.044 0.118
H -0.97930 7.25751 2.33208 0.008 0.070 0.099 0.132
H -2.12770 7.19073 3.70714 0.256 0.238 -0.021 0.125
O -1.17167 -11.01557 2.00491 -0.492 0.014 0.033 0.119
C -1.70687 -9.94406 1.98567 0.601 -0.298 -0.199 -0.480
O -3.04282 -9.77041 1.79361 0.143 -0.143 0.082 0.026
C -3.33868 -8.36836 1.71672 -0.214 0.255 -0.036 -0.163
C -2.18827 -7.67816 2.41977 0.170 0.409 0.127 -0.159
C -1.02248 -8.60535 2.11940 -0.317 0.355 0.285 -0.074
H -3.41180 -8.08553 0.66274 0.028 -0.036 0.012 0.126
H -4.29423 -8.16962 2.20227 -0.010 -0.227 -0.066 0.121
H -2.03246 -6.65208 2.08555 -0.086 -0.040 0.023 0.109
H -2.37157 -7.65599 3.49711 -0.039 0.055 -0.081 0.123
H -0.53874 -8.35719 1.17234 0.072 -0.109 0.054 0.108
H -0.29714 -8.61534 2.93057 0.150 -0.188 -0.231 0.129
```
Forces are in eV/Å.

For the HOMO-LUMO gap, the calculation gives 8.99 eV.

# 5
Molecular formula: C3H6NO2
Method: DFT, the ωB97M-V functional and the def2-TZVPD basis

XYZ file:
```
12
Properties=species:S:1:pos:R:3:forces:R:3:mulliken_spin:R:1
C 1.82284 -1.43532 -0.59794 0.048 -1.274 -0.788 0.342
C 0.47776 -1.33142 -0.56638 -0.421 1.513 0.239 -0.068
N -0.24449 -0.33500 -1.17936 0.809 -0.394 0.848 0.376
H 2.42585 -1.12300 -1.43798 0.005 0.789 0.172 0.002
H 2.29168 -2.15873 0.04103 0.109 -0.190 0.242 0.008
H -0.12451 -1.89851 0.12896 0.099 -0.197 0.049 0.000
H 0.28725 0.47072 -1.49180 0.193 -0.229 -0.438 -0.018
H -0.97706 0.02461 -0.55077 -0.938 0.313 0.108 -0.023
O -0.54223 2.05803 2.23344 0.208 0.062 0.149 0.014
C -1.45819 1.95953 1.45340 0.000 -0.228 -0.260 -0.003
O -1.60408 1.15024 0.45839 -0.123 -0.198 -0.447 0.326
H -2.35481 2.61885 1.50902 0.011 0.031 0.127 0.045
```
Forces are in eV/Å.

The energy above the lowest of the compared OMol25 structures with the same formula, charge and spin is 39.85 kcal per mole. Its spin multiplicity is 2. Its expectation value of S² is 0.775. For the HOMO-LUMO gap (spin up / spin down), the calculation gives 10.20 / 4.82 eV.

# 6
Molecular formula: C6H16N
Method: DFT, the ωB97M-V functional and the def2-TZVPD basis

XYZ file:
```
23
Properties=species:S:1:pos:R:3:forces:R:3:nbo_charge:R:1
C 0.92987 -1.64002 -2.25294 0.662 0.549 0.420 -0.599
C -0.39372 -1.91292 -1.52102 0.049 0.112 1.006 -0.524
C -0.62579 -0.98625 -0.39362 -5.462 0.205 -0.106 0.399
C -0.95045 -1.35097 0.98871 -0.426 -2.378 -0.991 -0.550
C 0.12306 -0.98463 1.97736 -0.310 2.643 1.755 -0.375
C 0.30655 0.67578 1.96818 -0.984 -1.330 1.227 -0.235
N 1.13136 1.00681 0.85659 1.407 -1.060 -1.062 -0.812
H 1.10725 -2.38164 -3.06738 0.263 0.218 1.251 0.269
H 0.98551 -0.65181 -2.77635 -0.419 -0.645 0.712 0.239
H 1.57454 -1.58570 -1.32769 0.673 -0.507 -1.933 0.223
H -0.43625 -2.84859 -0.93022 0.518 -0.254 -1.285 0.243
H -1.25263 -1.82978 -2.22051 0.185 0.199 0.554 0.299
H 0.70867 0.65696 -0.03392 0.447 0.521 0.647 0.324
H -1.34894 -0.16475 -0.58413 1.518 0.669 -0.703 0.220
H -1.98891 -1.02111 1.33126 1.537 0.164 -0.695 0.286
H -0.93931 -2.48174 1.01813 -0.109 0.891 -0.095 0.266
H -0.33819 -1.38758 2.91473 0.976 0.713 -0.375 0.253
H 1.06592 -1.51074 1.75809 -0.244 0.571 0.174 0.242
H 0.65539 0.90947 3.01625 0.452 0.027 -1.419 0.244
H -0.57817 1.34066 1.81099 -0.510 -1.421 0.875 0.189
H -0.26385 8.00243 -1.89262 -1.041 0.297 0.966 -0.001
H -0.82841 8.16318 -1.36859 1.041 -0.298 -0.966 0.001
H 1.35650 1.98293 0.72870 -0.223 0.115 0.043 0.400
```
Forces are in eV/Å.

As for the net charge: +1. The energy above the lowest of the compared OMol25 structures with the same formula, charge and spin is 134.01 kcal per mole. For the HOMO-LUMO gap, the calculation gives 6.06 eV.

Number 1: largest force on an atom 3.32 eV/Å. Number 2: largest force on an atom 3.43 eV/Å. Number 3: largest force on an atom 2.63 eV/Å. Number 4: largest force on an atom 3.71 eV/Å. Number 5: largest force on an atom 1.59 eV/Å. Number 6: largest force on an atom 5.47 eV/Å.